# C7H13Br2N

A structure of composition C7H13Br2N at a distorted geometry (ωB97M-V/def2-TZVPD, OMol25).

Output
- Kohn-Sham gap: 8.878 eV
- E: -149040.6574 eV
- ΔE to the lowest compared entry with this formula, charge and spin: 57.10 kcal/mol
- LUMO: 0.60 eV

Cartesian coordinates (Å):
C -0.3303 0.8563 1.2197
C 1.2096 3.5570 1.5526
C -0.6155 -1.9746 0.4393
C -1.6217 -0.6055 -1.4076
C 0.8892 -0.9785 -1.3039
C -0.1432 3.0391 1.0547
C -0.3673 -0.8060 -0.4688
N -0.2320 0.5463 0.0925
Br -1.6492 3.8809 2.1085
Br -0.3657 3.2693 -0.7582
H -0.5485 0.5752 2.2864
H 1.5862 4.5163 1.1122
H 1.8703 2.8243 1.4578
H 1.2377 3.7208 2.5943
H -0.5595 -1.6656 1.5164
H -1.6296 -2.4339 0.2476
H 0.0778 -2.7428 0.3172
H -1.6691 -1.6059 -1.8520
H -1.6075 0.3051 -2.1355
H -2.4168 -0.5296 -0.8160
H 1.3821 -0.0181 -1.5473
H 1.5752 -1.5474 -0.8452
H 0.7816 -1.3157 -2.3823

Here are the Mulliken charges for atoms 1 to 4, given in e: -0.050 -1.298 -1.400 -1.753